{
  "formula": "C29H47Cl2GdOP",
  "method": "ωB97M-V/def2-TZVPD",
  "gap_ev": [4.4, 4.2],
  "spin_multiplicity": 8,
  "e_homo_ev": [-2.0, -1.9],
  "lumo_ev": [2.360, 2.365],
  "charge": -1,
  "species": ["P", "C", "C", "C", "C", "C", "C", "C", "C", "C", "C", "C", "C", "C", "C", "C", "C", "C", "C", "H", "H", "H", "H", "H", "H", "H", "H", "H", "H", "H", "H", "H", "H", "H", "H", "H", "H", "H", "H", "H", "H", "H", "H", "H", "H", "H", "H", "H", "H", "H", "H", "H", "Gd", "Cl", "Cl", "C", "H", "C", "C", "C", "C", "C", "C", "H", "H", "H", "H", "H", "C", "C", "C", "O", "C", "H", "H", "H", "H", "H", "H", "H", "H"],
  "coordinates": [[0.114, -0.714, -0.888], [1.666, -0.110, -1.821], [1.932, -0.570, -3.261], [3.330, -0.133, -3.734], [3.610, 1.364, -3.521], [3.212, 1.854, -2.125], [1.793, 1.416, -1.739], [-1.315, 0.138, -1.806], [-1.218, 0.267, -3.326], [-2.524, 0.822, -3.919], [-2.944, 2.146, -3.265], [-2.910, 2.103, -1.731], [-1.616, 1.501, -1.161], [-0.057, -2.406, -1.653], [1.140, -3.297, -1.276], [1.045, -4.670, -1.965], [-0.295, -5.377, -1.727], [-1.498, -4.472, -2.005], [-1.397, -3.093, -1.341], [2.451, -0.545, -1.174], [1.188, -0.131, -3.939], [1.851, -1.660, -3.371], [3.447, -0.387, -4.796], [4.084, -0.716, -3.189], [4.677, 1.556, -3.688], [3.062, 1.943, -4.280], [3.912, 1.448, -1.383], [3.288, 2.945, -2.073], [1.568, 1.772, -0.725], [1.076, 1.887, -2.429], [-2.166, -0.525, -1.580], [-3.323, 0.078, -3.793], [-0.987, -0.694, -3.810], [-0.408, 0.964, -3.585], [-2.396, 0.965, -5.001], [-3.954, 2.408, -3.602], [-2.275, 2.941, -3.620], [-3.046, 3.114, -1.333], [-3.758, 1.505, -1.373], [-1.718, 1.387, -0.071], [-0.779, 2.190, -1.340], [-0.034, -2.247, -2.747], [2.096, -2.825, -1.560], [1.167, -3.424, -0.182], [1.184, -4.527, -3.047], [1.870, -5.303, -1.620], [-0.338, -5.737, -0.692], [-0.352, -6.261, -2.371], [-2.417, -4.964, -1.671], [-1.593, -4.330, -3.089], [-2.240, -2.480, -1.692], [-1.513, -3.171, -0.252], [0.125, -0.305, 2.419], [-2.061, -1.237, 1.537], [2.569, -0.001, 1.752], [-0.553, 1.647, 3.406], [-1.082, 1.546, 4.367], [-0.539, 2.995, 3.025], [-1.201, 3.971, 3.841], [-1.254, 5.307, 3.476], [-0.654, 5.731, 2.279], [0.019, 4.809, 1.460], [0.119, 3.474, 1.827], [-1.661, 3.631, 4.774], [-1.747, 6.029, 4.130], [0.495, 5.144, 0.532], [0.717, 2.753, 1.261], [-0.694, 6.783, 1.992], [-0.651, -1.241, 6.879], [0.893, -1.275, 6.877], [1.345, -1.130, 5.421], [0.132, -0.970, 4.605], [-1.070, -1.279, 5.411], [-1.067, -2.110, 7.390], [-1.022, -0.335, 7.371], [1.247, -2.232, 7.264], [1.324, -0.489, 7.507], [1.987, -0.265, 5.226], [1.838, -2.045, 5.069], [-1.391, -2.291, 5.117], [-1.850, -0.559, 5.133]],
  "forces_ev_per_a": [[0.08, 0.55, -1.39], [-0.29, -0.39, 0.43], [0.04, 0.15, -0.24], [0.05, -0.03, 0.19], [-0.14, -0.08, -0.08], [-0.04, -0.15, 0.05], [0.27, 0.04, 0.02], [0.19, -0.19, 0.58], [-0.15, 0.17, -0.18], [0.00, -0.04, 0.14], [0.17, -0.03, -0.03], [0.00, -0.11, 0.02], [-0.13, 0.05, -0.12], [0.04, 0.00, -0.32], [-0.15, -0.18, -0.05], [-0.01, 0.15, 0.06], [0.09, 0.12, 0.09], [0.09, 0.15, -0.02], [0.11, -0.10, 0.23], [-0.04, 0.24, -0.15], [0.21, -0.14, 0.16], [0.03, 0.22, 0.04], [0.03, 0.04, 0.14], [-0.06, 0.05, 0.00], [-0.12, 0.03, -0.05], [0.01, -0.06, 0.10], [-0.09, 0.04, -0.04], [0.05, -0.08, -0.01], [0.00, -0.08, -0.17], [0.12, -0.09, 0.18], [0.11, 0.24, 0.04], [0.08, 0.06, 0.05], [-0.02, 0.20, 0.15], [-0.19, -0.14, 0.07], [-0.07, -0.02, 0.13], [0.12, 0.06, 0.02], [-0.02, -0.07, 0.05], [-0.03, -0.10, -0.01], [0.07, 0.01, 0.00], [0.06, 0.07, -0.24], [-0.19, -0.11, 0.07], [0.07, -0.12, 0.25], [-0.35, -0.08, 0.15], [-0.04, 0.01, -0.17], [-0.01, 0.01, 0.09], [-0.08, 0.00, -0.09], [0.01, 0.09, -0.02], [0.00, -0.03, 0.09], [0.04, 0.00, -0.06], [0.03, -0.01, 0.00], [0.26, -0.15, 0.14], [-0.01, -0.07, -0.19], [-0.37, 1.67, -0.23], [-1.22, -0.68, -0.08], [1.03, -0.02, -0.18], [0.22, -0.17, 0.24], [0.05, -0.64, -0.17], [0.24, 0.04, -0.65], [0.11, 0.42, -0.22], [0.34, -0.42, -0.24], [-0.09, 0.49, -0.19], [0.08, -0.32, 0.28], [-0.48, 0.25, 0.61], [0.08, 0.11, -0.27], [0.08, -0.13, -0.19], [-0.12, -0.03, 0.30], [-0.21, 0.27, -0.02], [-0.02, -0.25, 0.04], [0.05, 0.38, -0.17], [0.13, -0.09, 0.10], [-0.58, -0.13, -0.53], [-0.16, -0.80, 2.19], [0.50, -0.26, -0.73], [0.02, 0.11, 0.10], [0.08, -0.19, -0.14], [0.01, 0.10, 0.04], [-0.17, -0.11, -0.16], [-0.22, -0.14, 0.01], [0.04, 0.25, 0.06], [0.02, 0.34, 0.05], [0.35, -0.15, 0.04]]
}

=====

{
  "formula": "CH8O2",
  "method": "ωB97M-V/def2-TZVPD",
  "gap_ev": 11.9,
  "e_homo_ev": -11.2,
  "smiles": "C.O.O",
  "lumo_ev": 0.711,
  "charge": 0,
  "e_above_lowest_kcal_mol": 7.00,
  "species": ["C", "H", "H", "H", "H", "O", "H", "H", "O", "H", "H"],
  "coordinates": [[-1.323, -0.877, -1.074], [-1.919, -1.658, -0.609], [-0.581, -1.322, -1.730], [-1.011, -0.148, -0.335], [-1.956, -0.287, -1.736], [1.352, -0.428, 0.193], [0.696, -0.973, -0.248], [2.015, -0.810, 0.734], [0.997, 2.550, 1.655], [1.324, 1.930, 0.991], [0.406, 2.023, 2.159]],
  "forces_ev_per_a": [[-1.01, 0.32, -0.45], [-0.01, 0.01, 0.02], [0.44, 0.09, 0.30], [0.52, -0.23, 0.09], [-0.25, -0.19, -0.10], [-0.68, 2.02, -0.69], [0.60, -0.60, 0.50], [0.41, -1.31, 0.39], [0.88, 0.54, -0.83], [0.00, 0.04, -0.05], [-0.90, -0.68, 0.82]]
}

=====

| no. | electronic energy (eV) |
| --- | --- |
| 1 | -88055.1207 |
| 2 | -5261.4367 |